No. 1
Molecular formula: C59H89N6O3S3Ti
Method: DFT, the ωB97M-V functional and the def2-TZVPD basis

Output
Lowest unoccupied orbital energy (alpha / beta): 0.48 / 0.48 eV
HOMO level (alpha / beta): -0.2280 / -0.2601 hartree
Kohn-Sham gap (alpha / beta): 0.2456 / 0.2777 Ha
Multiplicity: 2

Geometry as XYZ:
```
161
C59H89N6O3S3Ti the ωB97M-V functional and the def2-TZVPD basis
Ti 0.1142 0.0317 -0.9102
C 3.2102 -3.5980 -0.1514
N 2.2636 -2.9957 0.7687
C 1.9107 -3.9284 1.8188
C 2.7997 -1.7459 1.2596
C 1.8562 -0.9228 2.1235
N 0.6695 -0.3031 1.4580
C 0.7349 1.1783 1.5929
C 2.1017 1.6734 1.1802
C 2.9397 2.2569 2.1216
C 4.2668 2.5282 1.8424
C 4.7097 2.2490 0.5500
C 3.9139 1.6823 -0.4326
C 2.5679 1.3611 -0.1100
O 1.7543 0.7372 -0.9519
C 4.5002 1.3007 -1.7930
C 5.9635 1.7174 -1.9652
C 4.4517 -0.2307 -1.9197
C 3.6908 1.9748 -2.9117
C 5.2417 3.0362 2.8990
C 4.6171 3.1177 4.2947
C 5.7270 4.4388 2.5039
C 6.4398 2.0763 2.9814
C -0.5255 -0.8585 2.1244
C -1.8629 -0.1695 1.9828
C -2.6334 -0.1411 3.1386
C -3.9105 0.3820 3.1416
C -4.3444 0.9425 1.9481
C -3.6260 0.9461 0.7579
C -2.3393 0.3183 0.7496
O -1.5577 0.1321 -0.3143
C -4.2665 1.7243 -0.4039
C -3.7956 3.1825 -0.2843
C -5.8041 1.7360 -0.3269
C -3.8806 1.1790 -1.7759
C -4.8253 0.3697 4.3598
C -4.2076 -0.3535 5.5594
C -5.1297 1.8156 4.7781
C -6.1260 -0.3604 3.9892
H 2.7986 -4.5291 -0.5379
H 4.1823 -3.8089 0.3288
H 3.3727 -2.9252 -0.9936
H 2.7492 -4.1403 2.5069
H 1.5941 -4.8656 1.3597
H 1.0701 -3.5485 2.4014
H 3.0897 -1.1516 0.3937
H 3.7111 -1.9261 1.8662
H 2.4596 -0.1268 2.5566
H 1.5237 -1.5566 2.9479
H 0.5197 1.4828 2.6273
H -0.0325 1.6077 0.9392
H 2.5286 2.4640 3.1014
H 5.7408 2.4638 0.3060
H 6.6124 1.1977 -1.2588
H 6.0909 2.7951 -1.8479
H 6.2822 1.4489 -2.9733
H 5.0752 -0.6829 -1.1445
H 4.8226 -0.5545 -2.8941
H 3.4371 -0.5990 -1.8131
H 3.8901 3.0479 -2.9031
H 2.6230 1.8201 -2.7733
H 3.9799 1.5821 -3.8893
H 3.7932 3.8322 4.3231
H 5.3729 3.4534 5.0060
H 4.2560 2.1434 4.6281
H 4.8769 5.1204 2.4464
H 6.2163 4.4155 1.5299
H 6.4352 4.8242 3.2403
H 6.0975 1.0541 3.1502
H 7.0939 2.3614 3.8075
H 7.0280 2.0932 2.0642
H -0.3335 -0.8854 3.2065
H -0.6133 -1.8992 1.7891
H -2.2044 -0.5471 4.0468
H -5.3161 1.4129 1.9505
H -4.0424 3.5783 0.7043
H -4.2815 3.8031 -1.0418
H -2.7217 3.2403 -0.4314
H -6.1748 2.3487 0.4956
H -6.2144 0.7296 -0.2281
H -6.1969 2.1688 -1.2471
H -2.8247 1.3107 -1.9549
H -4.4161 1.7192 -2.5592
H -4.1183 0.1175 -1.8730
H -3.3155 0.1618 5.9180
H -3.9522 -1.3848 5.3108
H -4.9310 -0.3749 6.3754
H -4.2001 2.3384 5.0088
H -5.7653 1.8345 5.6658
H -5.6371 2.3602 3.9819
H -5.8963 -1.3555 3.6041
H -6.6847 0.1791 3.2249
H -6.7659 -0.4752 4.8659
C 2.5906 -2.8033 -5.2167
C 2.4659 -1.4750 -4.7772
C 1.7760 -1.1862 -3.6303
C 1.1494 -2.1947 -2.8521
C 0.4086 -1.8746 -1.6540
C -0.1469 -2.9586 -1.0000
C -0.0347 -4.2856 -1.4490
C 0.6696 -4.5797 -2.5819
C 1.2819 -3.5405 -3.3136
C 2.0156 -3.8120 -4.4937
H 3.1417 -3.0197 -6.1237
H 2.9096 -0.6722 -5.3547
H 1.6749 -0.1623 -3.3089
H -0.6725 -2.8027 -0.0660
H -0.5013 -5.0842 -0.8839
H 0.7716 -5.6059 -2.9176
H 2.1175 -4.8417 -4.8185
C -2.7132 -7.8787 2.1554
C -2.8330 -6.5221 1.5162
C -3.0527 -6.3816 0.1502
C -3.1696 -5.1243 -0.4261
C -3.0648 -4.0024 0.3709
C -2.8310 -4.1158 1.7350
C -2.7187 -5.3735 2.2995
S -3.2243 -2.3604 -0.3634
C -4.9220 -2.1498 0.2822
O -3.4272 -2.6121 -1.8170
H -2.8487 -8.6716 1.4221
H -3.4638 -7.9990 2.9377
H -1.7302 -7.9902 2.6153
H -3.1267 -7.2665 -0.4699
H -3.3337 -4.9925 -1.4883
H -2.7428 -3.2198 2.3415
H -2.5398 -5.4715 3.3636
H -5.5440 -2.9561 -0.0997
H -5.2772 -1.1854 -0.0692
H -4.8785 -2.1558 1.3697
C -2.0872 -3.2183 -4.8127
N -1.8521 -1.9973 -4.0745
C -1.1521 -0.9714 -4.5081
N -0.6438 -1.0270 -5.7669
S -0.9686 0.4511 -3.6062
H -2.9857 -3.6786 -4.4079
H -1.2542 -3.9193 -4.7010
H -2.2388 -3.0071 -5.8725
H -2.2530 -1.9711 -3.1364
H -0.3345 -1.9190 -6.1231
H -0.0644 -0.2398 -6.0022
C 2.2580 5.6083 -2.3025
N 1.0510 4.8385 -2.5692
C 1.0133 4.1626 -3.8597
C 0.2931 4.3754 -1.5333
S -0.3848 2.8482 -1.5141
N 0.1132 5.2944 -0.5202
C -0.3975 4.8618 0.7658
C -0.3381 6.6284 -0.8914
H 3.1248 4.9420 -2.2546
H 2.1790 6.1266 -1.3522
H 2.4196 6.3339 -3.1014
H 1.9840 4.2526 -4.3437
H 0.2529 4.6249 -4.4951
H 0.7621 3.1092 -3.7477
H 0.1829 5.3275 1.5664
H -0.3107 3.7837 0.8481
H -1.4506 5.1318 0.8916
H 0.0497 6.9098 -1.8653
H -0.0033 7.3528 -0.1471
H -1.4335 6.6588 -0.9346
```

No. 2
Molecular formula: C2H3O2
Method: DFT, the ωB97M-V functional and the def2-TZVPD basis

Output
Lowest unoccupied orbital energy (alpha / beta): -6.42 / -10.50 eV
HOMO level (alpha / beta): -0.4965 / -0.7466 hartree
Net charge: +1
Kohn-Sham gap (alpha / beta): 0.2604 / 0.3608 Ha
Multiplicity: 3

Geometry as XYZ:
```
7
C2H3O2 the ωB97M-V functional and the def2-TZVPD basis
C -0.7501 0.3528 0.1040
C 1.7350 -0.5726 0.0807
O 2.1256 0.5120 -0.0453
O -0.0495 -0.6703 -0.0821
H -1.7805 0.3756 0.0293
H -0.1472 1.3288 0.2752
H 1.8840 -1.5355 0.3602
```

No. 3
Molecular formula: C32H48BrCoN3O8S
Method: DFT, the ωB97M-V functional and the def2-TZVPD basis

Output
Lowest unoccupied orbital energy (alpha / beta): -1.62 / -4.53 eV
HOMO level (alpha / beta): -0.3971 / -0.4131 hartree
Net charge: +1
Kohn-Sham gap (alpha / beta): 0.3376 / 0.2467 Ha
Multiplicity: 5

Geometry as XYZ:
```
94
C32H48BrCoN3O8S the ωB97M-V functional and the def2-TZVPD basis
Co -1.3816 0.2937 -0.3578
C -1.6561 4.7370 -1.9502
N -2.8351 3.9556 -1.5961
C -4.0703 4.7189 -1.4731
C -2.7204 2.6572 -1.3088
O -1.6193 2.0911 -1.3109
C -3.9953 1.8894 -0.9587
O -3.8293 0.4858 -0.9958
C -4.2656 -0.2053 -2.1331
C -3.0621 -0.6736 -2.9427
O -1.9357 -0.3721 -2.5588
N -3.2932 -1.3870 -4.0535
C -2.1801 -1.8528 -4.8729
C -4.6212 -1.7496 -4.5276
H -1.8344 5.2471 -2.8975
H -0.7981 4.0817 -2.0449
H -1.4578 5.4834 -1.1791
H -4.3775 5.1115 -2.4440
H -3.9026 5.5581 -0.7983
H -4.8755 4.1234 -1.0592
H -4.8126 2.1826 -1.6167
H -4.2477 2.1521 0.0690
H -4.9397 0.3973 -2.7452
H -4.8154 -1.0786 -1.7794
H -1.2461 -1.5008 -4.4477
H -2.2852 -1.4695 -5.8896
H -2.1758 -2.9442 -4.9084
H -5.3879 -1.5173 -3.7961
H -4.6539 -2.8214 -4.7219
H -4.8545 -1.2269 -5.4571
C 3.9521 -4.9048 1.9725
C 2.5963 -5.3933 1.4335
C 1.8220 -6.0440 2.5802
C 2.8282 -6.4422 0.3290
C 1.8465 -4.2248 0.8210
C 0.5229 -3.9152 1.1865
C -0.0970 -2.8548 0.5993
Br -1.8815 -2.4361 1.0106
C 0.5697 -2.0061 -0.3731
O 0.0087 -0.9976 -0.8316
C 1.9116 -2.3761 -0.8000
C 2.4835 -3.4509 -0.1824
C 2.6234 -1.5552 -1.8702
C 3.9809 -2.1571 -2.2358
C 1.7583 -1.5151 -3.1439
C 2.8598 -0.1248 -1.3479
H 4.4762 -5.7400 2.4412
H 3.8173 -4.1216 2.7225
H 4.5943 -4.5132 1.1822
H 2.4247 -6.8471 3.0059
H 0.8821 -6.4862 2.2411
H 1.6071 -5.3293 3.3792
H 3.3480 -7.3057 0.7499
H 3.4384 -6.0421 -0.4836
H 1.8795 -6.7846 -0.0911
H -0.0132 -4.4996 1.9202
H 3.4852 -3.7305 -0.4696
H 3.8855 -3.1726 -2.6298
H 4.6674 -2.1688 -1.3856
H 4.4356 -1.5420 -3.0129
H 1.5520 -2.5278 -3.5023
H 2.3025 -0.9844 -3.9282
H 0.8122 -1.0008 -2.9722
H 3.4383 -0.1400 -0.4219
H 1.9251 0.3956 -1.1524
H 3.4209 0.4399 -2.0961
C 2.2093 6.8644 3.4630
C 1.9336 5.4423 3.0526
C 0.9799 5.1458 2.0854
C 0.7152 3.8347 1.7141
C 1.4332 2.8190 2.3226
C 2.3928 3.0819 3.2988
C 2.6385 4.3925 3.6521
S 1.0898 1.1532 1.9360
O 0.2804 1.1920 0.7422
O 2.2916 0.3657 1.9064
N 0.2132 0.5613 3.1852
C -0.7428 1.3653 3.9809
C -2.1983 1.2004 3.5509
C -2.3810 1.6510 2.1120
O -2.4729 2.8495 1.8483
O -2.4022 0.7009 1.2433
H 1.5774 7.5658 2.9198
H 3.2526 7.1264 3.2756
H 2.0275 6.9980 4.5313
H 0.4237 5.9525 1.6222
H -0.0503 3.5946 0.9866
H 2.9482 2.2676 3.7503
H 3.3904 4.6147 4.4012
H 0.8311 -0.0334 3.7220
H -0.4703 2.4209 3.9558
H -0.6327 1.0251 5.0082
H -2.8178 1.8236 4.1960
H -2.4945 0.1565 3.6490
```

No. 4
Molecular formula: C3H6O2
Method: DFT, the ωB97M-V functional and the def2-TZVPD basis

Output
Lowest unoccupied orbital energy: 0.91 eV
SMILES: COCC=O
HOMO level: -0.3555 hartree
Kohn-Sham gap: 0.3890 Ha
Multiplicity: 1

Geometry as XYZ:
```
11
C3H6O2 the ωB97M-V functional and the def2-TZVPD basis
C -1.5902 0.6733 0.4246
O -0.6193 0.1632 -0.4753
C 0.5231 -0.4316 0.0833
C 1.7038 -0.3755 -0.8351
O 2.8415 -0.2644 -0.4503
H -2.2664 -0.1102 0.7948
H -1.1414 1.1866 1.2886
H -2.1809 1.4154 -0.1244
H 0.5487 -1.5552 0.0853
H 0.7498 -0.0448 1.0842
H 1.4315 -0.6568 -1.8756
```

No. 5
Molecular formula: C9H14
Method: DFT, the ωB97M-V functional and the def2-TZVPD basis

Output
Lowest unoccupied orbital energy (alpha / beta): 3.75 / 3.67 eV
HOMO level (alpha / beta): 0.0330 / -0.1204 hartree
Net charge: -1
Kohn-Sham gap (alpha / beta): 0.1049 / 0.2552 Ha
Multiplicity: 2

Geometry as XYZ:
```
23
C9H14 the ωB97M-V functional and the def2-TZVPD basis
C -2.3807 -0.4088 -1.4082
C 0.9996 0.6685 -2.8486
C -0.3271 0.1368 -2.7275
C 1.5890 1.3072 -1.7374
C -1.0191 0.2713 -1.5375
C 0.9598 1.2433 -0.5163
C -0.4423 0.9085 -0.4118
H 1.5550 0.6531 -3.7834
H -0.7568 -0.4038 -3.5663
H 2.5766 1.7592 -1.7873
H 1.3764 1.6130 0.4177
H -3.1540 0.3647 -1.4048
H -2.2891 -1.1761 -0.6497
H -1.0940 1.1177 0.4240
H -2.6001 -0.9179 -2.3556
C -0.0246 -0.8610 3.3730
C 1.2574 -0.9645 2.5694
H 0.1558 -1.0675 4.4398
H -0.3353 0.1785 3.4495
H -0.8607 -1.4682 3.0336
H 1.8117 -1.8886 2.7567
H 1.0296 -0.8966 1.5023
H 1.9730 -0.1686 2.7686
```

No. 6
Molecular formula: C22H52CuN3O6
Method: DFT, the ωB97M-V functional and the def2-TZVPD basis

Output
Lowest unoccupied orbital energy: 0.75 eV
HOMO level: -0.2501 hartree
Kohn-Sham gap: 0.2778 Ha
Multiplicity: 1

Geometry as XYZ:
```
84
C22H52CuN3O6 the ωB97M-V functional and the def2-TZVPD basis
Cu -3.5699 -5.1948 -9.2486
C -5.1572 -7.2740 -11.7492
O -4.6621 -6.8331 -10.5169
H -4.5552 -8.1161 -12.0906
H -6.1872 -7.6282 -11.7060
H -5.1290 -6.5118 -12.5278
C 0.8540 -5.3565 -11.6672
C -0.2615 -6.1437 -12.4565
C 0.3566 -6.6255 -13.8228
C 1.2730 -7.8813 -13.7396
C 0.4608 -9.0212 -13.0722
C -0.1837 -8.7244 -11.7012
N -0.8010 -7.3779 -11.7825
O -1.5543 -7.1218 -10.6064
C -1.2148 -9.8587 -11.4966
C 0.9581 -8.8075 -10.6804
C -1.4915 -5.1848 -12.8035
H 1.8309 -5.8365 -11.6096
H 0.5235 -5.0531 -10.6738
H 1.1171 -4.4533 -12.2177
H -0.3761 -6.6362 -14.6297
H 1.0778 -5.8771 -14.1513
H 2.2415 -7.6947 -13.2756
H 1.4050 -8.1591 -14.7854
H 1.1824 -9.8282 -12.9451
H -0.2450 -9.3376 -13.8401
H -0.9507 -10.7998 -11.9790
H -1.4262 -9.8680 -10.4274
H -2.1301 -9.6106 -12.0340
H 0.6076 -8.6068 -9.6680
H 1.4301 -9.7893 -10.7178
H 1.6306 -7.9974 -10.9623
H -2.1836 -5.6692 -13.4922
H -1.1103 -4.2104 -13.1089
H -2.0398 -4.8497 -11.9230
H -2.4595 -7.3374 -10.8425
C -2.6190 -8.0732 -7.4362
O -2.4416 -6.6730 -7.4856
C -1.1423 -6.1265 -7.2158
C -1.2647 -4.5933 -7.2461
N -1.5249 -4.0661 -8.6391
C -1.6027 -2.5324 -8.6463
C -0.8132 -2.0326 -9.8056
O 0.5268 -2.3015 -9.4781
C 1.5074 -1.8030 -10.4481
H -2.1613 -8.5931 -6.5946
H -2.2716 -8.5569 -8.3491
H -3.6805 -8.3148 -7.3821
H -0.4404 -6.5095 -7.9566
H -0.8125 -6.4981 -6.2457
H -0.3919 -4.0130 -6.9468
H -2.1049 -4.3937 -6.5810
H -0.8001 -4.3298 -9.2912
H -1.2718 -2.0968 -7.7035
H -2.6392 -2.2528 -8.8352
H -1.1040 -1.0085 -10.0395
H -1.1627 -2.5522 -10.6978
H 1.4707 -0.7473 -10.7167
H 1.2754 -2.4875 -11.2641
H 2.5009 -1.8878 -10.0077
C -4.4903 -4.1730 -3.9920
O -5.0186 -4.0427 -5.3411
C -5.2984 -5.3028 -5.9702
C -5.9251 -5.0885 -7.3655
N -5.3952 -3.9454 -8.1476
C -6.1242 -3.6161 -9.3532
C -5.4867 -2.3574 -10.0420
O -4.2138 -2.6877 -10.6674
C -4.3958 -3.1293 -12.0050
H -5.2240 -4.7073 -3.3884
H -4.2796 -3.2523 -3.4479
H -3.5993 -4.8008 -3.9907
H -5.9085 -5.9304 -5.3206
H -4.3710 -5.8514 -6.1344
H -6.9516 -4.9202 -7.0399
H -5.8823 -5.9959 -7.9679
H -5.3941 -3.2157 -7.4492
H -7.1856 -3.5162 -9.1260
H -5.9554 -4.4417 -10.0445
H -5.3014 -1.6224 -9.2587
H -6.2353 -1.9100 -10.6958
H -4.4474 -4.2181 -12.0065
H -3.5860 -2.7461 -12.6258
H -5.2621 -2.7066 -12.5140
```

Ordered energy above the lowest of the compared OMol25 structures with the same formula, charge and spin results: 0.00, 0.00, 0.00, 44.80, 11.65, 28.29; unit kcal per mole.